20
Properties=species:S:1:pos:R:3:mulliken_charge:R:1 method="wB97M-V/def2-TZVPD" lumo_ev=0.80 e_above_lowest_kj_mol=275.61 gap_ev=9.5 smiles="CN[C@H](CN)CC=O" e_homo_ev=-8.72
C 0.30971 1.92252 1.54365 -0.9236
N 1.06303 1.31024 0.49216 -0.3200
C 0.45203 0.11917 -0.13744 -0.1753
C -0.82840 0.64266 -0.93421 -0.9735
N -0.47098 1.53389 -2.00988 -0.5410
C 0.16201 -1.04942 0.94726 -0.4055
C -0.00380 -2.40412 0.38644 -0.1556
O -0.81607 -2.68374 -0.46552 -0.4766
H -0.27901 2.81870 1.27560 0.2941
H -0.22837 1.38958 2.33044 0.3019
H 1.07603 2.51559 2.09833 0.3811
H 2.00708 1.05388 0.73849 0.2505
H 1.14288 -0.18353 -0.91080 0.4878
H -1.22323 -0.27049 -1.32317 0.4544
H -1.41633 1.22948 -0.22576 0.4153
H -0.06129 2.39313 -1.68556 0.2322
H -0.03835 1.09030 -2.80364 0.2096
H 0.97892 -0.95428 1.66585 0.3668
H -0.83627 -0.58679 1.16597 0.2387
H 0.57783 -3.23901 0.82368 0.3388

=====

20
Properties=species:S:1:pos:R:3:mulliken_charge:R:1 method="wB97M-V/def2-TZVPD" lumo_ev=0.46 e_above_lowest_kj_mol=449.79 gap_ev=8.1 smiles="C=NC.NC=O.C=C" e_homo_ev=-7.68
C 1.47810 0.37352 1.01384 -0.7127
N 1.09249 -0.70642 0.40355 -0.0883
C 1.77120 -1.11053 -0.80062 -0.9221
H 2.41996 0.86218 0.75962 0.4051
H 1.18964 0.47728 2.05522 0.3606
H 1.21012 -0.77113 -1.67391 0.3054
H 2.78655 -0.70791 -0.86379 0.3691
H 1.77108 -2.20694 -0.82641 0.3038
N -1.66228 2.45158 0.56774 -0.3167
C -0.64649 2.05051 -0.23209 0.3004
O -0.57972 2.25452 -1.41906 -0.5620
H -1.66020 2.25828 1.55296 0.2237
H -2.51252 2.79170 0.14540 0.2208
H 0.26751 1.57600 0.37676 0.1101
C -0.91439 -1.09017 0.23752 -0.3382
C -1.21089 -2.11917 -0.59031 -0.7103
H -1.12155 -1.18876 1.29435 0.1958
H -1.11471 -0.05851 -0.13723 0.3001
H -1.45039 -3.09626 -0.20206 0.2599
H -1.11350 -2.03975 -1.66148 0.2956

=====

20
Properties=species:S:1:pos:R:3:mulliken_charge:R:1 method="wB97M-V/def2-TZVPD" lumo_ev=0.86 e_above_lowest_kj_mol=144.53 gap_ev=9.5 smiles="CNC(C)(C)C(N)=O" e_homo_ev=-8.65
C -1.60688 -1.26668 1.02661 -0.8552
N -0.78631 -0.71155 -0.32764 -0.6216
C 0.29965 0.08366 0.07787 1.4932
C 1.47798 -0.61856 0.73697 -1.6241
C -0.11205 1.33863 0.83339 -1.8457
C 0.86495 0.66311 -1.51663 0.2827
N -0.11645 0.86327 -2.41463 -0.3306
O 2.02825 0.92804 -1.71096 -0.6264
H -0.97069 -1.64681 1.82925 0.2944
H -2.20090 -0.42819 1.37654 0.2807
H -2.22968 -2.07084 0.64435 0.3483
H -0.42762 -1.54771 -0.78478 0.3133
H 1.32141 -0.73840 1.80766 0.3853
H 1.65205 -1.59642 0.29009 0.3736
H 2.36980 -0.01370 0.58039 0.4046
H -1.01912 1.75851 0.40538 0.3884
H 0.69216 2.07025 0.76742 0.4517
H -0.28017 1.12260 1.88729 0.4113
H -1.04481 0.54635 -2.19058 0.2325
H 0.08842 1.26443 -3.31799 0.2432

=====

20
Properties=species:S:1:pos:R:3:mulliken_charge:R:1 method="wB97M-V/def2-TZVPD" lumo_ev=0.83 e_above_lowest_kj_mol=418.48 gap_ev=10.1 smiles="NCNCCCC=O" e_homo_ev=-9.31
N 1.64213 -2.33948 0.40727 -0.5574
C 2.17224 -1.03601 0.42158 -0.3802
N 1.23551 0.14966 -0.07802 -0.4448
C -0.08604 -0.14262 0.60344 -0.3892
C -1.23410 0.00065 -0.49446 -0.8872
C -2.06856 1.23651 -0.23437 -0.4997
C -1.26961 2.60940 -0.44820 -0.0344
O -1.77203 3.61482 -0.72789 -0.4133
H 0.99926 -2.53256 1.14331 0.3462
H 1.25052 -2.79493 -0.43570 0.2247
H 3.13932 -0.78743 -0.25338 0.3017
H 2.74921 -0.74236 1.45979 0.2303
H 1.14311 -0.12946 -1.11692 0.2799
H 0.06214 0.45920 1.43667 0.5049
H -0.03537 -1.22115 0.83388 0.0896
H -1.85546 -0.93245 -0.52985 0.3285
H -0.73918 -0.03893 -1.48665 0.3658
H -2.96774 1.06959 -0.87417 0.3451
H -2.16929 1.13362 0.94028 0.2379
H -0.19605 2.42392 -0.56661 0.3517

=====

20
Properties=species:S:1:pos:R:3:mulliken_charge:R:1 method="wB97M-V/def2-TZVPD" lumo_ev=-3.74 e_above_lowest_kj_mol=806.72 gap_ev=3.3 e_homo_ev=-7.00
N 2.86466 0.11916 0.97184 -0.7039
C -2.92621 -0.68255 -0.32240 -0.7277
C -2.20281 0.39252 0.19780 0.7091
N -0.83687 0.45052 -0.23971 0.0693
C -0.09912 -0.81279 -0.27051 -0.2470
C 1.25258 -0.62550 -0.92374 -1.2486
C -0.09576 1.57169 0.32069 -1.0295
O -2.72020 1.37501 0.73395 -0.6229
H 2.75909 -0.68844 1.58463 0.2154
H 3.85649 0.26209 0.81020 0.2063
H -3.99203 -0.83910 -0.22977 0.3058
H -2.47900 -1.46232 -0.91641 0.2238
H 0.07720 -1.11665 0.78141 0.2742
H -0.64200 -1.62631 -0.74434 0.3638
H 1.07748 -0.15882 -1.88995 0.3746
H 1.68088 -1.61951 -1.07524 0.4516
H 2.06604 -0.10926 -0.12844 0.3013
H -0.83501 2.33337 0.53883 0.4123
H 0.65730 1.90167 -0.39250 0.2931
H 0.53729 1.33522 1.19366 0.3786

=====

20
Properties=species:S:1:pos:R:3:mulliken_charge:R:1 method="wB97M-V/def2-TZVPD" lumo_ev=0.79 e_above_lowest_kj_mol=80.54 gap_ev=9.7 smiles="CC(=O)N(C)[C@@H](C)N" e_homo_ev=-8.93
C 1.98184 1.58876 0.88935 -1.2053
C 1.24129 0.98180 -0.28344 0.7787
O 1.59258 1.18693 -1.42676 -0.6165
N 0.11546 0.16548 0.04180 0.1519
C -0.56631 0.26603 1.30977 -1.1039
C -0.49064 -0.60577 -1.02798 -0.2636
C -0.57579 -2.13115 -0.55915 -1.1821
N -1.77012 -0.14548 -1.45989 -0.5937
H 2.85414 2.12675 0.52660 0.3192
H 2.30185 0.80609 1.57526 0.3085
H 1.34223 2.28501 1.42983 0.3135
H -1.54638 -0.20375 1.23944 0.4373
H -0.69744 1.31089 1.59916 0.3707
H -0.00921 -0.24539 2.09931 0.2785
H 0.19855 -0.54427 -1.87563 0.4788
H 0.42879 -2.49692 -0.36897 0.3450
H -1.02538 -2.70044 -1.36645 0.3888
H -1.19922 -2.26080 0.32144 0.2831
H -2.46098 -0.12465 -0.71976 0.2432
H -1.71523 0.74090 -1.94393 0.2677

=====

20
Properties=species:S:1:pos:R:3:mulliken_charge:R:1 method="wB97M-V/def2-TZVPD" lumo_ev="0.19 / 0.19" e_above_lowest_kj_mol=453.99 gap_ev="7.7 / 7.7" smiles="CCC(N)=O.C=NC" e_homo_ev="-7.54 / -7.54"
C -2.77285 -0.81989 0.27094 -1.1680
C -1.40992 -0.31892 0.74975 -0.3015
C -0.46543 0.01699 -0.59057 0.3516
N -1.00497 1.08752 -1.25715 -0.3630
O 0.07146 -0.91331 -1.15573 -0.5478
H -3.38347 -1.19536 1.09222 0.3607
H -3.35368 -0.02672 -0.19995 0.3035
H -2.64594 -1.62847 -0.44746 0.3228
H -0.89260 -1.12105 1.27580 0.2786
H -1.56487 0.52960 1.42184 0.3400
H -0.89050 1.12577 -2.26009 0.2214
H -1.32475 2.01327 -1.01687 0.2034
C 1.95411 1.32111 0.64993 -0.2767
N 2.48719 0.55793 -0.20881 -0.2544
C 2.85048 -0.81693 -0.02900 -0.6261
H 2.57424 2.04499 1.16730 0.2934
H 0.94827 1.71882 0.54862 0.1026
H 3.63778 -0.99405 0.70292 0.3096
H 3.21370 -1.18620 -0.98804 0.2386
H 1.97176 -1.39509 0.27436 0.2112

=====

20
Properties=species:S:1:pos:R:3:mulliken_charge:R:1 method="wB97M-V/def2-TZVPD" lumo_ev=0.99 e_above_lowest_kj_mol=120.59 gap_ev=10.1 smiles="CN[C@H](C)CNC=O" e_homo_ev=-9.08
C 0.95850 0.23735 2.45264 -0.8966
N 0.41212 -0.57839 1.38268 -0.4344
C -0.03977 0.20407 0.20374 0.3063
C -1.22470 1.08803 0.56718 -1.4653
C -0.46143 -0.82456 -0.86988 -0.8828
N 0.51641 -1.00916 -1.92844 -0.1908
C 0.43426 -0.32745 -3.10156 0.0420
O -0.55497 0.25730 -3.48088 -0.5492
H 0.26002 0.58179 3.23150 0.2896
H 1.44475 1.14567 2.09480 0.3317
H 1.71811 -0.31512 3.00035 0.3243
H -0.42138 -1.06402 1.70174 0.2894
H 0.84905 0.72577 -0.15697 0.3756
H -2.05581 0.44174 0.86497 0.3808
H -0.94753 1.78717 1.35463 0.3884
H -1.58390 1.69870 -0.25136 0.4139
H -0.66898 -1.77953 -0.39449 0.2946
H -1.38895 -0.49777 -1.34272 0.3865
H 1.40126 -1.38019 -1.62006 0.2619
H 1.35293 -0.39142 -3.70790 0.3341

=====

21
Properties=species:S:1:pos:R:3:mulliken_charge:R:1 method="wB97M-V/def2-TZVPD" lumo_ev="0.62 / 0.62" e_above_lowest_kj_mol=604.75 gap_ev="8.5 / 8.5" e_homo_ev="-7.83 / -7.83"
C 1.94286 -1.86787 -0.36698 -0.8389
O 0.76579 0.17421 -2.19441 -0.5921
N 0.12226 -0.49100 -0.76660 -0.2443
N 1.02912 -0.83399 0.09305 -0.0597
H 1.46421 0.78387 -1.90279 0.2815
H 1.37665 -2.77536 -0.58796 0.2525
H 2.65509 -2.07895 0.42755 0.3349
H 2.45202 -1.56223 -1.28464 0.2865
C 0.62798 1.35571 1.52593 -1.0865
C -2.25235 0.15000 -0.67867 -1.9037
C -0.63776 0.93733 1.13250 0.6456
C -0.86004 0.62068 -0.29240 0.5297
O -1.42230 0.38256 2.07833 -0.5001
H -2.09617 -0.18092 1.67472 0.3293
H -0.56341 1.47679 -0.89930 0.2587
H 1.08609 2.12872 0.92145 0.3368
H 1.30449 0.18587 0.90916 0.3216
H 0.78834 1.51225 2.58476 0.3795
H -2.28784 0.01426 -1.75758 0.4221
H -2.48838 -0.81574 -0.22629 0.4628
H -3.00665 0.88381 -0.38987 0.3838

=====

21
Properties=species:S:1:pos:R:3:mulliken_charge:R:1 method="wB97M-V/def2-TZVPD" lumo_ev=0.74 e_above_lowest_kj_mol=143.43 gap_ev=9.8 smiles="[H]/N=C(/[NH3+])[O-].CCC(C)=O" e_homo_ev=-9.10
H -2.80017 -2.56103 -2.74558 0.2191
N -2.77850 -1.94958 -1.94164 -0.7626
C -1.84671 -2.14803 -1.11636 0.7066
N -2.32114 -0.91581 0.06878 -0.3857
O -0.80644 -2.65034 -0.82475 -0.5770
H -3.05825 -0.52029 -0.59205 0.3681
H -2.70287 -1.37493 0.88759 0.2965
H -1.54427 -0.29629 0.31454 0.2893
C 1.09755 0.13781 -1.25443 -0.9985
C 1.81200 0.73056 -0.04683 -0.4160
C 0.88927 1.11631 1.08172 0.7413
C 1.54701 1.84223 2.22792 -1.2709
O -0.30058 0.88860 1.07697 -0.6639
H 1.80646 -0.04107 -2.05950 0.3974
H 0.32912 0.81766 -1.61730 0.3109
H 0.62566 -0.80758 -0.99794 0.0709
H 2.53348 0.01285 0.35544 0.3105
H 2.38321 1.62085 -0.32783 0.3429
H 2.48624 1.36615 2.49793 0.3488
H 0.88752 1.86642 3.09096 0.3627
H 1.76140 2.86550 1.92236 0.3098

=====

22
Properties=species:S:1:pos:R:3:mulliken_charge:R:1 method="wB97M-V/def2-TZVPD" lumo_ev=0.68 e_above_lowest_kj_mol=222.88 gap_ev=9.8 smiles="CN(C)C(=O)CN.O=CO" e_homo_ev=-9.12
C -3.30080 0.43229 -0.13511 -1.0385
N -2.01612 -0.23235 -0.04238 0.0886
C -1.98449 -1.45911 0.73527 -1.0050
C -0.90210 0.35783 -0.52724 0.7568
O -0.89573 1.50462 -0.97613 -0.6929
C 0.38934 -0.45032 -0.45131 -0.6566
N 1.54597 0.36915 -0.72116 -0.5139
H -3.66257 0.70046 0.87023 0.3542
H -3.20043 1.33964 -0.73701 0.3141
H -4.04086 -0.23286 -0.60350 0.3336
H -3.00001 -1.86518 0.79636 0.3336
H -1.36413 -2.22296 0.25489 0.3618
H -1.62283 -1.27980 1.76035 0.3184
H 0.49610 -0.87839 0.55453 0.3333
H 0.29501 -1.30488 -1.14840 0.2437
H 1.48701 0.88932 -1.58900 0.1912
H 2.55378 -0.22333 -0.82176 0.3491
O 3.09448 0.89894 1.98076 -0.4340
C 3.45132 1.09665 0.84406 0.2923
O 4.23206 0.01533 0.08376 -0.5528
H 3.60658 2.09367 0.39866 0.3053
H 4.83839 0.45127 -0.52588 0.3176